Below is C24H43F5OP2TeTi as an isolated structure in a non-equilibrium geometry, with properties calculated with ωB97M-V/def2-TZVPD.

Geometry as XYZ:
```
77
C24H43F5OP2TeTi (ωB97M-V/def2-TZVPD)
Ti 0.941 -0.098 0.479
C 3.089 0.808 1.444
C 2.447 -0.341 2.058
C 3.873 -1.098 0.411
C 3.977 0.313 0.448
C 2.864 -1.530 1.305
C 2.853 2.243 1.731
H 2.049 2.371 2.459
H 2.605 2.791 0.803
H 3.723 2.762 2.170
C 4.952 1.111 -0.341
H 4.674 2.156 -0.254
H 5.013 0.827 -1.402
H 5.973 1.070 0.065
C 4.744 -1.967 -0.413
H 5.775 -1.940 -0.035
H 4.707 -1.702 -1.476
H 4.413 -3.000 -0.328
C 2.547 -2.936 1.639
H 3.352 -3.447 2.203
H 2.344 -3.497 0.717
H 1.624 -2.977 2.214
C 1.639 -0.376 3.304
H 2.294 -0.610 4.162
H 0.840 -1.140 3.289
H 1.167 0.598 3.483
C -3.764 2.154 -0.673
C -3.386 2.616 0.538
C -4.060 2.344 1.838
C -4.389 0.832 2.112
C -3.357 -0.124 1.586
C -3.562 -0.718 0.415
C -4.603 -0.370 -0.586
C -4.873 1.185 -0.945
H -5.012 2.918 1.939
H -5.391 0.592 1.706
H -3.332 2.692 2.607
H -5.829 1.494 -0.470
H -3.304 2.663 -1.540
H -2.610 3.399 0.554
H -5.071 1.202 -2.033
H -4.287 -0.869 -1.513
H -3.117 -1.696 0.279
H -5.595 -0.778 -0.301
H -4.485 0.736 3.207
H -2.481 -0.427 2.207
P -0.395 1.668 -0.651
P -0.315 -2.138 -0.518
C -1.535 0.413 -1.401
C -1.200 -1.044 -1.758
H -1.993 0.877 -2.283
H -2.292 0.370 -0.614
H -2.131 -1.587 -1.942
H -0.606 -1.117 -2.683
C 0.283 -3.495 -1.586
H 0.874 -4.223 -1.013
H 0.944 -3.005 -2.310
H -0.538 -4.002 -2.114
C -1.537 -2.995 0.573
H -2.378 -3.397 -0.012
H -1.937 -2.296 1.318
H -1.115 -3.822 1.152
C -0.399 3.231 -1.424
H -0.185 4.018 -0.676
H -1.324 3.488 -1.966
H 0.422 3.154 -2.141
C -0.512 1.698 1.197
H 0.029 0.896 1.781
H -1.532 1.578 1.622
H -0.187 2.653 1.662
F 2.969 -1.064 -5.233
Te 2.680 -0.081 -3.685
F 4.730 -0.036 -3.539
F 0.750 -0.532 -4.002
F 2.653 1.494 -4.941
F 2.682 -1.889 -2.846
O 1.130 0.948 -1.029
```

## Properties
- Highest occupied orbital energy (alpha / beta): -14.1 / -14.1 eV
- Charge: +2
- Strongest force on any atom: 0.120 Eh/bohr
- E_LUMO (alpha / beta): -8.68 / -8.69 eV
- Molecular weight: 680.01 g mol⁻¹

Here are the Mulliken charges for atoms 1 to 6, given in e: -1.05, 1.49, -0.36, 0.86, 0.46, 0.84

***

Below is C24H43GdN2P3SSe as an isolated structure in a non-equilibrium geometry, with properties calculated with ωB97M-V/def2-TZVPD.

Geometry as XYZ:
```
75
C24H43GdN2P3SSe (ωB97M-V/def2-TZVPD)
Gd 0.152 0.486 0.539
P 2.774 -0.583 0.061
P 0.836 1.803 -1.961
P -0.355 -2.143 1.359
H -4.401 1.364 -1.543
C -4.225 0.872 -0.570
C -3.096 0.901 0.150
H -2.209 1.429 -0.184
C 3.200 -1.840 -1.217
C 4.095 0.631 -0.377
C 3.508 -1.453 1.521
C -0.708 2.373 -2.814
C 1.685 3.433 -1.898
C 1.644 1.106 -3.473
C -2.168 -2.496 1.390
C -0.011 -2.430 3.134
C 0.194 -3.770 0.716
H -5.033 0.369 -0.035
H -3.227 0.467 1.164
H 4.290 -2.004 -1.153
H 2.928 -1.484 -2.219
H 2.654 -2.775 -1.037
H 5.013 0.086 -0.611
H 4.251 1.285 0.484
H 3.824 1.256 -1.237
H 4.503 -1.818 1.257
H 2.889 -2.304 1.821
H 3.582 -0.779 2.376
H -0.493 3.249 -3.460
H -1.441 2.636 -2.033
H -1.115 1.536 -3.402
H 1.813 3.882 -2.894
H 2.662 3.322 -1.419
H 1.090 4.113 -1.281
H 1.672 1.847 -4.292
H 1.071 0.230 -3.809
H 2.662 0.765 -3.253
H -2.322 -3.435 1.954
H -2.550 -2.573 0.359
H -2.681 -1.663 1.894
H -0.516 -3.341 3.489
H -0.361 -1.562 3.704
H 1.070 -2.510 3.282
H -0.286 -4.592 1.279
H 1.285 -3.869 0.778
H -0.106 -3.818 -0.339
C -2.480 -2.013 -3.287
C -3.609 -1.182 -3.322
C -4.825 -1.785 -3.709
C -4.908 -3.150 -4.089
C -3.758 -3.938 -3.932
C -2.592 -3.403 -3.442
Se -0.741 -1.536 -2.528
H -1.631 -1.063 -1.425
H -3.499 -0.147 -2.933
H -5.745 -1.199 -3.797
H -5.872 -3.495 -4.497
H -3.802 -4.989 -4.192
H -1.805 -4.084 -3.154
N -2.161 2.453 2.150
C -0.939 2.706 2.798
N 0.149 2.005 2.479
C 1.247 2.410 3.284
C 2.571 2.042 3.063
C 3.538 2.579 3.926
C 3.197 3.510 4.919
C 1.877 3.921 5.072
C 0.910 3.371 4.247
S -0.822 3.817 4.146
H -2.787 3.283 2.225
H -2.475 1.487 2.421
H 2.804 1.361 2.234
H 4.576 2.276 3.772
H 3.967 3.885 5.584
H 1.574 4.674 5.786
```

## Properties
- Expectation value of S²: 16.0566
- Highest occupied orbital energy (alpha / beta): -15.9 / -15.9 eV
- Charge: +3
- Energy relative to the best compared isomer or geometry (same formula, charge and spin): 0.00 kcal/mol
- Strongest force on any atom: 0.062 Eh/bohr
- E_LUMO (alpha / beta): -9.52 / -12.46 eV
- Spin multiplicity: 8
- Molecular weight: 720.82 g mol⁻¹

Here are the Mulliken charges for atoms 1 to 6, given in e: 0.26, 0.90, 1.01, 0.98, 0.39, -0.97

***

Below is an isolated ion of composition C24H43N2O2S and charge +1 in a non-equilibrium geometry, with properties calculated with ωB97M-V/def2-TZVPD.

Geometry as XYZ:
```
72
C24H43N2O2S (ωB97M-V/def2-TZVPD)
C 1.903 -5.531 0.104
C 2.409 -4.450 0.215
C 3.032 -3.146 0.487
C 2.279 -2.018 -0.175
N 1.392 -1.217 0.337
C 1.093 -1.398 1.788
C 0.199 -2.656 2.009
C 0.457 -0.201 2.502
C 0.780 -0.231 4.019
C 1.035 1.180 4.568
C 0.781 -0.290 -0.698
C -0.363 -1.143 -1.339
C -1.635 -1.329 -0.467
C -2.926 -1.051 -1.239
C -4.139 -1.325 -0.344
O -4.328 -0.185 0.523
C -4.961 -0.468 1.670
O -5.620 -1.447 1.870
C 0.259 1.067 -0.205
C -0.475 1.927 -1.255
C -1.251 3.118 -0.610
C -2.739 2.822 -0.422
C -0.616 3.656 0.672
C 1.920 -0.022 -1.723
C 3.102 0.773 -1.133
C 1.532 0.321 -3.191
C 2.178 1.616 -3.723
N 1.422 2.046 -4.930
S 2.648 -1.757 -1.845
H 1.633 -6.557 0.004
H 3.187 -3.017 1.557
H 4.022 -3.173 0.027
H 2.007 -1.594 2.342
H 0.480 -3.161 2.931
H -0.838 -2.340 2.113
H 0.230 -3.332 1.158
H -0.629 -0.193 2.418
H 0.850 0.744 2.133
H 1.687 -0.810 4.219
H -0.027 -0.696 4.586
H 1.393 1.105 5.596
H 1.837 1.667 4.010
H 0.136 1.794 4.547
H -0.681 -0.697 -2.277
H 0.008 -2.134 -1.593
H -1.685 -2.386 -0.196
H -1.609 -0.776 0.471
H -3.022 -1.723 -2.092
H -2.985 -0.018 -1.584
H -5.043 -1.517 -0.915
H -3.915 -2.189 0.283
H -4.807 0.265 2.471
H -0.416 0.973 0.639
H 1.105 1.661 0.145
H 0.274 2.376 -1.910
H -1.193 1.353 -1.833
H -1.186 3.927 -1.343
H -3.142 2.323 -1.305
H -3.287 3.763 -0.339
H -2.954 2.239 0.473
H 0.447 3.872 0.544
H -0.722 2.958 1.507
H -1.107 4.579 0.978
H 3.965 0.613 -1.775
H 2.899 1.843 -1.095
H 3.336 0.445 -0.122
H 0.463 0.442 -3.335
H 1.861 -0.469 -3.863
H 2.136 2.412 -2.975
H 3.211 1.436 -4.013
H 2.033 2.670 -5.448
H 0.681 2.662 -4.605
```

## Properties
- Highest occupied orbital energy: -12.3 eV
- Charge: +1
- Strongest force on any atom: 0.036 Eh/bohr
- E_LUMO: -3.42 eV
- Molecular weight: 423.69 g mol⁻¹

Here are the Mulliken charges for atoms 1 to 6, given in e: 0.21, -0.55, -1.08, 1.11, 0.45, 0.11

***

Which value of strongest force on any atom does entry 1 give? 0.120 Eh/bohr

***

What is the charge in the first record? +2

***

Which of these has the lowest charge? C24H43N2O2S

***

What is the molecular weight in the first record? 680.01 g mol⁻¹